Computed, not measured: a structure of composition C55H52FN4O4SSnTe at a distorted geometry, with ωB97M-V/def2-TZVPD.

As for the expectation value of S²: 0.77. The total energy comes out at -98706.1408 eV. The calculation puts the HOMO-LUMO gap (alpha / beta) at 7.4 / 5.8 eV. The spin multiplicity is 2. The value obtained for the max |F| is 1.49 eV Å⁻¹. The calculation puts the HOMO energy (alpha / beta) at -7.2 / -7.6 eV.

```
119
Properties=species:S:1:pos:R:3:forces:R:3:mulliken_spin:R:1
Sn 0.921 1.391 0.226 0.120 -0.553 -0.083 0.1341
O -0.131 0.251 1.961 0.527 -0.047 1.177 -0.0127
C 0.323 0.321 3.316 0.707 0.139 0.453 -0.0013
C 1.852 0.755 3.269 -0.665 -0.604 0.252 -0.0205
O 2.474 0.782 4.320 -0.091 0.177 -0.257 0.0038
O 2.267 0.993 2.092 0.310 0.337 -0.473 -0.0134
C -0.420 1.360 4.132 -0.192 0.092 0.151 0.0004
C -1.216 2.339 3.545 0.264 0.176 0.023 -0.0014
C -1.877 3.271 4.336 0.052 0.066 0.163 0.0004
C -1.743 3.249 5.713 -0.041 0.025 0.008 0.0000
C -0.947 2.274 6.303 -0.035 -0.061 0.040 -0.0003
C -0.299 1.336 5.522 0.061 -0.025 -0.033 0.0012
C 0.169 -1.065 3.937 -0.180 -0.031 -0.200 0.0049
C 1.239 -1.907 4.201 0.025 -0.004 0.149 0.0007
C 1.019 -3.171 4.734 -0.032 0.328 0.617 -0.0006
C -0.270 -3.623 4.964 0.076 0.291 0.535 0.0001
C -1.347 -2.793 4.682 -0.052 0.163 0.281 -0.0002
C -1.126 -1.517 4.191 0.126 -0.063 0.031 -0.0024
H -1.031 0.614 1.854 0.051 0.095 0.384 -0.0082
H -1.348 2.379 2.469 0.200 0.218 0.749 0.0054
H -2.501 4.022 3.868 -0.022 0.017 -0.062 0.0000
H -2.258 3.977 6.327 -0.013 -0.001 0.001 0.0000
H -0.853 2.230 7.381 0.045 0.034 0.000 0.0000
H 0.318 0.577 5.983 0.034 -0.007 0.031 0.0000
H 2.250 -1.573 4.009 -0.005 0.011 0.044 0.0003
H 1.863 -3.807 4.970 -0.141 0.259 0.112 0.0000
H -0.440 -4.620 5.355 -0.006 -0.014 0.045 0.0000
H -2.361 -3.135 4.851 -0.005 -0.018 0.045 0.0001
H -1.964 -0.854 4.007 -0.024 -0.017 -0.017 -0.0006
N -0.910 4.886 0.202 -0.174 -0.085 0.075 -0.0003
C 0.095 4.815 1.151 0.312 -0.016 0.158 -0.0023
C 0.074 5.789 2.160 -0.070 -0.001 0.017 0.0005
C 1.076 5.805 3.103 -0.086 -0.005 -0.144 0.0003
C 2.106 4.877 3.006 0.054 0.013 0.008 -0.0050
C 2.047 3.952 1.988 0.108 -0.012 0.085 -0.0061
N 1.054 3.895 1.087 -0.383 -0.137 0.017 0.0165
C -1.206 4.168 -0.941 0.055 -0.038 -0.175 0.0166
C -2.187 4.711 -1.789 -0.068 0.019 -0.063 0.0038
C -2.478 4.077 -2.972 0.043 0.030 0.142 -0.0030
C -1.803 2.901 -3.291 0.022 0.016 -0.023 -0.0031
C -0.891 2.419 -2.380 -0.025 -0.020 -0.202 0.0373
N -0.589 3.031 -1.229 -0.005 0.083 0.159 -0.0088
H -1.517 5.675 0.338 -0.050 0.022 0.012 0.0004
H -0.737 6.506 2.197 0.011 0.002 0.010 0.0004
H 1.057 6.538 3.898 0.013 -0.005 0.013 -0.0001
H 2.923 4.858 3.713 -0.001 -0.033 -0.006 0.0000
H 2.808 3.188 1.889 -0.042 0.002 0.044 -0.0019
H -2.696 5.625 -1.510 0.023 0.017 -0.004 -0.0002
H -3.216 4.492 -3.645 -0.014 0.006 0.007 -0.0003
H -1.984 2.383 -4.222 0.012 -0.052 0.018 0.0006
H -0.359 1.492 -2.563 0.033 0.068 0.022 -0.0308
F 0.682 -0.424 -1.814 -0.491 -0.439 0.035 0.0276
C 0.402 -4.881 -6.861 -0.029 0.053 0.035 0.0001
C 0.142 -4.048 -5.636 0.005 -0.002 -0.024 0.0001
C 0.681 -2.779 -5.505 -0.039 -0.027 -0.034 -0.0002
C 0.434 -1.967 -4.400 -0.007 0.148 0.197 0.0008
C 1.045 -0.589 -4.418 0.103 -0.068 -0.072 -0.0082
C -0.346 -2.468 -3.348 -0.220 -0.212 0.071 -0.0007
Te -1.024 -1.527 -1.429 0.839 -0.164 -0.375 -0.0013
N -1.033 0.176 -0.279 -0.707 1.191 -0.213 0.0277
C -2.109 0.819 0.173 -0.152 -0.796 -1.247 0.0267
O -1.987 1.744 1.013 -0.575 -0.037 -0.800 -0.0016
C -3.514 0.449 -0.254 0.195 0.014 -0.043 0.0075
C -4.450 0.151 0.730 0.045 -0.059 0.023 0.0007
C -5.735 -0.237 0.383 0.080 0.001 0.056 -0.0004
C -6.097 -0.320 -0.954 -0.068 0.015 -0.031 0.0003
C -5.182 0.019 -1.941 0.010 -0.001 -0.006 -0.0007
C -3.895 0.401 -1.593 0.076 0.065 0.077 0.0000
C 0.118 -2.692 -0.062 -0.026 -0.042 0.172 -0.0003
C 1.473 -3.041 -0.204 -0.114 0.039 -0.101 -0.0027
C 2.359 -2.652 -1.355 0.039 0.035 0.083 0.0010
C 2.054 -3.808 0.801 -0.039 -0.016 0.075 0.0019
C 1.350 -4.250 1.910 -0.015 -0.064 -0.108 0.0013
C 2.023 -5.125 2.930 0.009 -0.260 -0.232 0.0001
C 0.021 -3.883 2.035 -0.126 -0.267 -0.481 -0.0008
C -0.607 -3.110 1.068 0.013 -0.065 -0.097 -0.0001
C -2.063 -2.779 1.261 -0.013 -0.190 -0.031 0.0004
C -0.932 -3.747 -3.483 0.078 0.108 0.066 0.0005
C -1.833 -4.364 -2.432 0.085 0.102 -0.074 0.0017
C -0.676 -4.509 -4.616 0.008 0.017 -0.011 -0.0001
H 1.212 -4.457 -7.452 0.013 -0.043 -0.016 0.0000
H -0.488 -4.921 -7.492 0.009 -0.021 -0.009 0.0000
H 0.662 -5.905 -6.592 0.014 -0.004 -0.018 0.0000
H 1.320 -2.397 -6.295 -0.037 0.033 -0.014 0.0001
H 1.416 -0.356 -5.417 -0.076 -0.017 -0.026 0.0003
H 1.878 -0.522 -3.719 -0.053 0.074 0.022 0.0000
H 0.321 0.170 -4.128 0.082 0.044 -0.027 -0.0003
H -4.153 0.214 1.769 -0.038 0.040 0.033 0.0001
H -6.452 -0.472 1.160 -0.006 -0.032 -0.022 0.0000
H -7.096 -0.636 -1.227 -0.003 0.023 0.000 0.0001
H -5.472 -0.016 -2.983 0.007 0.011 0.007 0.0000
H -3.196 0.712 -2.361 0.032 -0.129 0.013 0.0000
H 1.816 -2.627 -2.290 0.015 0.036 -0.126 -0.0010
H 3.180 -3.364 -1.444 -0.018 0.007 0.022 0.0000
H 2.782 -1.662 -1.182 0.000 0.039 -0.070 -0.0017
H 3.100 -4.078 0.707 0.002 0.003 -0.069 0.0001
H 2.906 -4.628 3.335 0.020 -0.092 -0.014 0.0000
H 2.350 -6.060 2.471 0.018 -0.010 -0.042 0.0000
H 1.346 -5.359 3.749 0.138 -0.176 -0.184 0.0000
H -0.542 -4.196 2.908 0.078 -0.053 -0.559 0.0000
H -2.380 -3.026 2.273 0.028 -0.005 -0.112 0.0000
H -2.693 -3.343 0.566 -0.024 0.077 -0.043 0.0000
H -2.240 -1.718 1.107 -0.145 0.121 0.034 0.0001
H -2.771 -3.811 -2.336 -0.010 -0.035 0.073 0.0001
H -1.344 -4.400 -1.458 -0.050 -0.034 0.083 0.0000
H -2.076 -5.389 -2.708 -0.018 0.024 -0.005 0.0001
H -1.133 -5.490 -4.699 0.029 -0.011 0.010 0.0000
S 2.332 2.552 -2.166 0.177 0.349 -0.357 0.6598
C 3.910 2.825 -2.832 -0.273 -0.106 0.171 -0.0766
C 4.380 2.041 -3.896 0.118 -0.022 0.009 0.1024
C 5.611 2.310 -4.463 0.062 -0.010 -0.063 -0.0589
C 6.394 3.353 -3.977 -0.050 -0.009 0.021 0.1190
C 5.933 4.137 -2.926 0.050 0.047 0.018 -0.0593
C 4.699 3.882 -2.357 0.100 -0.024 -0.018 0.1058
H 3.764 1.231 -4.264 -0.015 0.003 0.021 0.0139
H 5.970 1.709 -5.288 -0.008 -0.018 0.008 -0.0021
H 7.360 3.555 -4.419 0.002 0.001 -0.007 0.0075
H 6.541 4.950 -2.550 0.000 0.005 -0.011 -0.0020
H 4.321 4.492 -1.548 0.006 -0.025 0.020 0.0059
```
Positions in Å, forces in eV/Å.